w | ORCA calculation (wB97M-V/def2-TZVPD) on the molecule C5H7NOS.

The geometry in XYZ format:
```
15
C5H7NOS wB97M-V/def2-TZVPD
C 0.257 -1.014 -0.548
C 1.659 -0.918 -0.687
C -0.368 1.015 0.322
C -0.179 2.310 0.516
C -1.980 -0.761 0.280
N -0.748 -0.175 0.018
O 3.996 -0.124 0.089
S 2.602 0.248 0.031
H -0.110 -1.801 -1.279
H 2.036 -1.903 -0.957
H 0.586 2.716 1.250
H -0.671 3.098 -0.161
H -1.974 -1.334 1.163
H -2.799 0.037 0.528
H -2.306 -1.394 -0.566
```

Total charge: 0
E_LUMO (spin up / spin down): 0.13 / -0.27 eV
Multiplicity: 1
Highest occupied orbital energy (spin up / spin down): -7.0161 / -6.6967 eV

x | ORCA calculation (wB97M-V/def2-TZVPD) on the molecule C5H7NOS.

The geometry in XYZ format:
```
15
C5H7NOS wB97M-V/def2-TZVPD
C -1.831 -0.137 0.223
C -0.397 0.479 -0.126
C 0.699 -0.360 -0.187
C 0.395 -1.846 -0.230
C 2.040 0.187 -0.069
H -2.005 -0.717 1.161
H -2.427 0.732 0.092
H -2.211 -1.115 -0.535
H -1.140 2.376 -0.156
H 0.734 2.225 -0.082
H 1.387 -2.253 -0.651
H 2.218 1.397 0.015
N -0.327 1.794 0.124
O -0.615 -2.399 0.236
S 3.482 -0.363 0.185
```

Total charge: 0
E_LUMO: -0.37 eV
Multiplicity: 1
Highest occupied orbital energy: -8.3259 eV

Tell me which of them is the most stable. Sure, it is x.

w | ORCA calculation (wB97M-V/def2-TZVPD) on the molecule C11H11N3.

The geometry in XYZ format:
```
25
C11H11N3 wB97M-V/def2-TZVPD
C -1.866 1.212 -0.490
C 2.956 1.402 -0.388
C 2.939 0.045 -0.229
C 1.838 2.181 -0.001
C 1.940 -0.628 0.409
C 0.808 1.458 0.671
C 0.853 0.046 0.915
C -1.794 -2.187 -0.691
C -1.574 -2.257 0.615
C -1.519 -0.950 -1.407
C -1.209 -1.142 1.637
N -2.434 2.245 -0.308
N -1.575 0.060 -0.421
N -0.147 -0.484 1.688
H 3.718 1.809 -0.974
H 3.771 -0.599 -0.447
H 1.864 3.273 -0.089
H 2.246 -1.685 0.337
H -0.158 2.038 0.921
H -1.948 -3.109 -1.217
H -1.745 -3.220 1.081
H -0.602 -0.871 -2.028
H -2.325 -0.634 -2.054
H -2.116 3.072 -0.044
H -1.921 -1.076 2.516
```

Total charge: 0
E_LUMO: 0.73 eV
Multiplicity: 1
Highest occupied orbital energy: -7.9046 eV

x | ORCA calculation (wB97M-V/def2-TZVPD) on the molecule C11H11N3.

The geometry in XYZ format:
```
25
C11H11N3 wB97M-V/def2-TZVPD
C 1.398 -0.903 0.774
C 0.728 -0.845 -2.975
C 0.524 0.489 -2.513
C 0.278 -1.895 -2.268
C -0.278 0.734 -1.440
C -0.237 -1.672 -0.885
C -0.897 -0.315 -0.710
C 2.141 -0.419 1.767
C 0.466 0.925 2.778
C -0.217 1.477 1.475
C -1.828 -0.037 0.280
N 0.976 -1.702 -0.042
N 1.821 0.362 2.710
N -1.560 0.995 1.150
H 1.175 -0.989 -3.949
H 0.920 1.309 -3.091
H 0.343 -2.907 -2.635
H -0.598 1.747 -1.234
H -0.857 -2.503 -0.532
H 0.530 1.731 3.515
H -0.163 0.134 3.202
H -0.266 2.565 1.563
H 0.448 1.237 0.644
H -2.579 -0.753 0.591
H -2.269 1.235 1.826
```

Total charge: 0
E_LUMO: -0.16 eV
Multiplicity: 1
Highest occupied orbital energy: -7.3500 eV

Tell me which of them is the most stable. Sure, it is w.

w | ORCA calculation (wB97M-V/def2-TZVPD) on a cluster of 2 separate species, CHO2 in total.

The geometry in XYZ format:
```
4
CHO2 wB97M-V/def2-TZVPD
C 1.768 -0.350 0.026
O -0.117 1.027 -2.255
O 0.911 -0.205 0.788
H 0.199 1.077 -3.096
```

Total charge: -1
E_LUMO: 4.41 eV
Multiplicity: 1
Highest occupied orbital energy: -2.0154 eV

x | ORCA calculation (wB97M-V/def2-TZVPD) on the ion CHO2 with charge -1.

The geometry in XYZ format:
```
4
CHO2 wB97M-V/def2-TZVPD
C -0.056 -0.029 -0.072
O -0.515 -1.185 -0.003
O -0.505 1.095 -0.002
H 1.076 0.120 0.078
```

Total charge: -1
E_LUMO: 5.06 eV
Multiplicity: 1
Highest occupied orbital energy: -3.2471 eV

Tell me which of them is the most stable. Sure, it is x.

w | ORCA calculation (wB97M-V/def2-TZVPD) on the molecule C3H2N2O3.

The geometry in XYZ format:
```
10
C3H2N2O3 wB97M-V/def2-TZVPD
C 1.167 0.500 0.449
C -0.199 0.080 0.075
C -1.418 -1.151 -1.136
H 2.232 1.958 1.005
H -1.449 -2.008 -1.793
N -1.376 0.377 0.474
N -2.312 -0.635 -0.172
O 1.290 1.729 1.061
O 2.220 -0.229 0.300
O -0.045 -0.840 -1.068
```

Total charge: 0
E_LUMO: -0.60 eV
Multiplicity: 1
Highest occupied orbital energy: -11.1004 eV

x | ORCA calculation (wB97M-V/def2-TZVPD) on a structure of composition C3H2N2O3.

The geometry in XYZ format:
```
10
C3H2N2O3 wB97M-V/def2-TZVPD
C -0.514 0.207 -0.476
C 0.797 -0.789 0.942
C 2.074 -1.043 1.468
H -2.336 2.318 -1.985
H -1.222 -0.733 -0.373
N -0.659 1.464 -0.955
N 3.119 -1.215 1.831
O -1.934 1.150 -1.741
O 0.844 0.054 -0.066
O -0.169 -1.412 1.356
```

Total charge: 0
E_LUMO: -0.70 eV
Multiplicity: 1
Highest occupied orbital energy: -10.4752 eV

Tell me which of them is the most stable. Sure, it is w.

w | ORCA calculation (wB97M-V/def2-TZVPD) on a structure of composition C3H2N2O3.

The geometry in XYZ format:
```
10
C3H2N2O3 wB97M-V/def2-TZVPD
C -0.744 0.738 0.182
C 1.280 -0.482 0.065
C 0.069 -0.036 -0.719
H -1.366 0.381 -1.560
H 2.058 -0.980 -0.430
N -0.912 0.501 1.470
N 1.360 -0.663 1.400
O -1.759 1.127 -0.632
O 0.135 -0.206 2.094
O -0.120 -0.382 -1.870
```

Total charge: 0
E_LUMO: -1.64 eV
Multiplicity: 1
Highest occupied orbital energy: -10.3158 eV

x | ORCA calculation (wB97M-V/def2-TZVPD) on a cluster of 2 separate species, C3H2N2O3 in total.

The geometry in XYZ format:
```
10
C3H2N2O3 wB97M-V/def2-TZVPD
C 1.940 0.105 1.354
C -1.949 -0.969 -1.875
C -0.586 -0.200 -0.032
N 2.620 0.414 0.447
N -1.479 -1.049 -0.739
O 1.696 -0.056 2.451
O -2.027 -1.145 -3.035
O -1.818 -0.810 0.548
H -0.833 0.872 -0.275
H 2.499 0.394 -0.488
```

Total charge: 0
E_LUMO (spin up / spin down): -1.25 / -1.25 eV
Multiplicity: 1
Highest occupied orbital energy (spin up / spin down): -8.9832 / -8.9822 eV

Tell me which of them is the most stable. Sure, it is w.

w | ORCA calculation (wB97M-V/def2-TZVPD) on the molecule C3H2N2O3.

The geometry in XYZ format:
```
10
C3H2N2O3 wB97M-V/def2-TZVPD
C 0.383 -0.823 -0.037
C -0.813 1.085 0.188
C 0.450 0.578 0.073
H 2.125 -0.568 -0.319
H -0.990 2.083 0.007
N -0.601 -1.596 -0.057
N -1.984 0.404 0.087
O 1.663 -1.390 0.220
O -1.813 -0.900 -0.052
O 1.581 1.127 -0.110
```

Total charge: 0
E_LUMO: -1.65 eV
Multiplicity: 1
Highest occupied orbital energy: -10.7375 eV

x | ORCA calculation (wB97M-V/def2-TZVPD) on the molecule C3H2N2O3.

The geometry in XYZ format:
```
10
C3H2N2O3 wB97M-V/def2-TZVPD
C 0.051 -0.067 -0.241
C 0.762 -0.812 -1.204
C -1.170 -0.693 0.091
H 1.904 1.987 0.854
H -1.578 0.571 1.297
N 0.431 0.943 0.459
N 1.355 -1.421 -2.031
O 1.641 1.392 0.139
O -2.032 -0.120 0.939
O -1.365 -1.781 -0.301
```

Total charge: 0
E_LUMO: -1.13 eV
Multiplicity: 1
Highest occupied orbital energy: -11.1924 eV

Tell me which of them is the most stable. Sure, it is x.

w | ORCA calculation (wB97M-V/def2-TZVPD) on the molecule C3H4N2O2.

The geometry in XYZ format:
```
11
C3H4N2O2 wB97M-V/def2-TZVPD
C -1.065 0.552 0.268
C -1.371 -0.829 -0.222
C 1.109 0.221 0.051
N 0.115 1.026 0.465
N 0.817 -1.012 -0.600
O 1.309 -1.011 0.682
O 2.265 0.799 -0.451
H -1.922 1.101 0.624
H -1.559 -1.690 0.400
H -1.987 -0.793 -1.072
H 2.289 1.636 -0.144
```

Total charge: 0
E_LUMO (spin up / spin down): -0.14 / 0.03 eV
Multiplicity: 1
Highest occupied orbital energy (spin up / spin down): -9.1862 / -8.8605 eV

x | ORCA calculation (wB97M-V/def2-TZVPD) on the molecule C3H4N2O2.

The geometry in XYZ format:
```
11
C3H4N2O2 wB97M-V/def2-TZVPD
N -0.566 -0.874 0.079
C -1.742 -0.023 -0.120
C 0.491 -0.002 0.063
N 1.792 -0.406 -0.092
C -0.067 1.236 -0.069
O -1.419 1.205 0.305
O -2.840 -0.430 -0.371
H -0.517 -1.879 0.101
H 2.485 0.307 0.067
H 2.014 -1.340 0.218
H 0.367 2.207 -0.182
```

Total charge: 0
E_LUMO: 0.59 eV
Multiplicity: 1
Highest occupied orbital energy: -7.8315 eV

y | ORCA calculation (wB97M-V/def2-TZVPD) on the molecule C3H4N2O2.

The geometry in XYZ format:
```
11
C3H4N2O2 wB97M-V/def2-TZVPD
C 0.085 0.237 -0.381
C -0.348 -1.421 1.103
C -0.878 -1.778 -0.090
H 1.295 1.862 0.935
H 1.408 2.817 -0.348
H -0.587 -1.759 2.163
H -1.560 -2.579 -0.557
N 0.733 2.232 0.073
N 0.376 1.327 -0.878
O 0.358 -0.222 0.953
O -0.542 -0.714 -0.996
```

Total charge: 0
E_LUMO: 0.90 eV
Multiplicity: 1
Highest occupied orbital energy: -8.0249 eV

Tell me which of them is the most stable. Sure, it is x.

w | ORCA calculation (wB97M-V/def2-TZVPD) on the molecule C3H4N2O2.

The geometry in XYZ format:
```
11
C3H4N2O2 wB97M-V/def2-TZVPD
C -0.436 -0.790 -0.766
C -0.120 0.659 -0.805
C 0.287 1.101 0.561
H -1.115 -1.457 -2.590
H -0.986 0.925 -1.548
H 0.838 0.858 -1.556
H -0.821 -1.719 1.062
N -0.547 -1.749 -1.653
N -0.113 -1.184 0.493
O 0.768 2.073 1.043
O 0.270 -0.060 1.309
```

Total charge: 0
E_LUMO: 0.37 eV
Multiplicity: 1
Highest occupied orbital energy: -9.4788 eV

x | ORCA calculation (wB97M-V/def2-TZVPD) on the molecule C3H4N2O2.

The geometry in XYZ format:
```
11
C3H4N2O2 wB97M-V/def2-TZVPD
C -0.323 1.208 0.071
C -0.656 -0.255 0.094
C 1.567 0.197 0.060
N 0.958 1.401 0.097
N 0.668 -0.914 0.007
O 0.546 -2.357 -0.032
O 2.870 -0.002 -0.031
H -1.147 1.863 -0.121
H -1.493 -0.500 0.771
H -0.991 -0.303 -0.941
H 2.914 -0.901 -0.387
```

Total charge: 0
E_LUMO (spin up / spin down): -0.41 / -0.41 eV
Multiplicity: 1
Highest occupied orbital energy (spin up / spin down): -8.3273 / -8.3262 eV

Tell me which of them is the most stable. Sure, it is w.

w | ORCA calculation (wB97M-V/def2-TZVPD) on a cluster of 5 separate species, C20H55N5O5 in total.

The geometry in XYZ format:
```
85
C20H55N5O5 wB97M-V/def2-TZVPD
C 2.338 -2.142 3.972
C 3.071 -2.428 5.272
C 4.592 -2.331 5.126
O 4.954 -1.002 4.824
C 6.317 -0.684 4.951
N 2.518 -1.508 6.287
H 1.275 -2.053 4.229
H 2.383 -2.862 3.157
H 2.523 -1.141 3.570
H 2.847 -3.439 5.625
H 4.973 -3.079 4.425
H 4.977 -2.466 6.153
H 6.521 0.217 4.389
H 6.912 -1.506 4.526
H 6.619 -0.700 6.003
H 3.119 -1.504 7.113
H 2.735 -0.589 5.886
C -2.036 1.774 -1.466
C -1.283 0.723 -2.268
C -0.867 -0.403 -1.327
O -0.014 0.093 -0.305
C 0.850 -0.865 0.244
N -2.103 0.148 -3.335
H -2.814 1.287 -0.865
H -2.398 2.675 -1.959
H -1.483 2.187 -0.608
H -0.406 1.178 -2.732
H -0.267 -1.106 -1.914
H -1.743 -0.889 -0.887
H 1.081 -0.671 1.296
H 1.836 -0.696 -0.216
H 0.555 -1.914 0.171
H -2.180 0.741 -4.152
H -3.044 0.058 -2.956
C 0.862 -1.142 -5.521
C -0.151 -1.169 -6.670
C -0.257 -2.585 -7.242
O -0.892 -3.425 -6.294
C -0.291 -4.670 -6.111
N -1.411 -0.690 -6.117
H 0.718 -1.991 -4.854
H 0.779 -0.203 -4.966
H 1.918 -1.072 -5.802
H 0.205 -0.511 -7.468
H 0.726 -2.955 -7.554
H -0.863 -2.620 -8.154
H 0.755 -4.605 -5.785
H -0.264 -5.272 -7.030
H -0.839 -5.258 -5.377
H -1.518 -1.129 -5.205
H -2.219 -1.026 -6.635
C 4.773 5.380 1.628
C 3.304 5.628 2.052
C 2.472 4.366 1.920
O 2.653 3.798 0.656
C 1.872 2.636 0.443
N 3.168 6.149 3.401
H 5.291 4.584 2.161
H 5.313 6.317 1.810
H 4.891 5.247 0.553
H 2.917 6.387 1.371
H 1.426 4.633 2.131
H 2.724 3.661 2.729
H 1.799 2.456 -0.626
H 0.861 2.791 0.833
H 2.334 1.794 0.969
H 3.169 7.157 3.393
H 3.881 5.822 4.038
C -5.569 -0.808 2.634
C -6.446 -1.465 1.578
C -6.053 -1.031 0.171
O -6.647 0.253 -0.002
C -5.924 1.030 -0.929
N -6.285 -2.919 1.723
H -5.329 -1.369 3.539
H -5.975 0.155 2.953
H -4.566 -0.608 2.238
H -7.460 -1.086 1.735
H -6.553 -1.690 -0.555
H -4.986 -1.125 -0.045
H -6.333 2.031 -1.046
H -5.898 0.566 -1.922
H -4.888 1.150 -0.602
H -6.672 -3.280 2.589
H -6.879 -3.389 1.035
```

Total charge: 0
E_LUMO: 0.72 eV
Multiplicity: 1
Highest occupied orbital energy: -9.1180 eV

x | ORCA calculation (wB97M-V/def2-TZVPD) on a cluster of 5 separate species, C20H55N5O5 in total.

The geometry in XYZ format:
```
85
C20H55N5O5 wB97M-V/def2-TZVPD
C -6.112 -0.290 2.747
C -5.325 -1.357 3.471
C -4.091 -0.813 4.185
O -3.309 -0.069 3.273
C -2.118 0.387 3.841
N -6.209 -2.045 4.446
H -6.759 -0.743 1.989
H -5.478 0.416 2.213
H -6.784 0.207 3.447
H -4.962 -2.140 2.799
H -3.519 -1.650 4.609
H -4.405 -0.145 5.007
H -2.284 1.172 4.589
H -1.512 0.869 3.066
H -1.506 -0.446 4.211
H -6.001 -3.037 4.472
H -5.968 -1.739 5.387
C 4.328 -4.231 -1.289
C 3.356 -4.551 -2.427
C 2.551 -3.330 -2.812
O 1.583 -2.915 -1.870
C 0.350 -3.574 -1.966
N 4.068 -4.973 -3.654
H 4.914 -3.346 -1.555
H 4.996 -5.070 -1.103
H 3.789 -3.978 -0.373
H 2.681 -5.344 -2.098
H 2.044 -3.511 -3.772
H 3.161 -2.435 -2.982
H -0.205 -3.275 -2.868
H -0.249 -3.316 -1.097
H 0.472 -4.664 -2.012
H 4.615 -4.174 -3.966
H 4.745 -5.685 -3.401
C 0.636 -0.988 -5.121
C -0.758 -0.420 -4.840
C -0.640 0.949 -4.211
O -1.959 1.452 -3.980
C -2.045 2.241 -2.830
N -1.529 -0.437 -6.066
H 1.399 -0.781 -4.370
H 1.034 -0.538 -6.042
H 0.555 -2.050 -5.350
H -1.240 -1.071 -4.105
H -0.143 1.642 -4.902
H -0.108 0.900 -3.258
H -3.071 2.605 -2.730
H -1.422 3.145 -2.891
H -1.796 1.689 -1.916
H -1.168 0.260 -6.708
H -2.496 -0.220 -5.861
C 0.877 2.696 2.824
C 2.288 3.276 2.677
C 2.285 4.779 2.477
O 1.424 5.361 3.458
C 0.982 6.641 3.110
N 3.097 2.996 3.858
H 0.997 1.632 3.062
H 0.266 2.724 1.919
H 0.359 3.159 3.659
H 2.764 2.797 1.813
H 1.947 5.094 1.486
H 3.291 5.163 2.683
H 1.787 7.387 3.120
H 0.226 6.934 3.838
H 0.507 6.650 2.119
H 2.913 2.096 4.273
H 3.032 3.731 4.545
C 2.969 0.287 -0.657
C 1.445 0.365 -0.822
C 0.813 -0.445 0.289
O -0.598 -0.384 0.204
C -1.281 -1.414 0.874
N 1.026 1.794 -0.752
H 3.296 -0.723 -0.409
H 3.314 0.999 0.092
H 3.433 0.556 -1.608
H 1.134 -0.031 -1.787
H 1.089 -0.030 1.272
H 1.200 -1.470 0.235
H -2.184 -1.001 1.323
H -0.718 -1.909 1.675
H -1.591 -2.213 0.189
H 0.052 1.718 -0.444
H 1.451 2.201 0.080
```

Total charge: 0
E_LUMO: 0.68 eV
Multiplicity: 1
Highest occupied orbital energy: -8.9842 eV

y | ORCA calculation (wB97M-V/def2-TZVPD) on a cluster of 5 separate species, C20H55N5O5 in total.

The geometry in XYZ format:
```
85
C20H55N5O5 wB97M-V/def2-TZVPD
C -0.317 -0.911 1.958
C 0.081 0.086 0.893
C 0.016 -0.550 -0.455
O 0.398 0.406 -1.410
C 0.114 0.028 -2.749
N -0.852 1.234 0.957
H 0.481 -1.634 2.153
H -1.235 -1.433 1.687
H -0.447 -0.403 2.917
H 1.117 0.398 1.053
H -0.977 -0.981 -0.658
H 0.706 -1.416 -0.469
H 0.960 0.245 -3.393
H -0.803 0.560 -3.036
H -0.150 -1.024 -2.896
H -1.232 1.496 0.059
H -1.607 0.993 1.585
C 1.217 3.143 3.794
C 0.154 4.212 3.547
C -1.182 3.854 4.165
O -1.021 3.668 5.542
C -2.185 3.250 6.191
N 0.509 5.585 3.950
H 1.506 3.146 4.844
H 2.084 3.431 3.190
H 0.862 2.193 3.420
H -0.030 4.215 2.467
H -1.587 3.009 3.590
H -1.830 4.713 3.927
H -2.517 2.240 5.908
H -3.037 3.906 5.958
H -1.988 3.272 7.261
H 1.487 5.745 3.719
H 0.483 5.570 4.971
C -0.309 -4.462 0.838
C 0.909 -4.551 -0.071
C 1.857 -5.654 0.372
O 3.035 -5.758 -0.404
C 3.922 -4.682 -0.259
N 0.488 -4.768 -1.480
H -1.002 -5.281 0.625
H -0.840 -3.546 0.579
H -0.015 -4.483 1.884
H 1.392 -3.570 -0.065
H 1.327 -6.605 0.274
H 2.103 -5.555 1.443
H 3.459 -3.731 -0.013
H 4.436 -4.517 -1.216
H 4.748 -4.970 0.402
H 1.072 -5.496 -1.887
H -0.438 -5.190 -1.474
C -4.014 4.305 1.963
C -3.503 4.075 0.528
C -4.202 2.912 -0.133
O -4.068 1.728 0.634
C -4.446 0.588 -0.069
N -3.642 5.266 -0.316
H -5.113 4.339 1.838
H -3.782 5.258 2.427
H -3.836 3.416 2.565
H -2.445 3.801 0.634
H -3.765 2.760 -1.125
H -5.275 3.148 -0.206
H -3.801 0.389 -0.936
H -5.511 0.565 -0.317
H -4.236 -0.268 0.584
H -4.571 5.657 -0.194
H -3.003 5.967 0.043
C 2.413 -2.617 -3.509
C 3.623 -2.833 -4.397
C 3.764 -1.739 -5.440
O 2.636 -1.740 -6.295
C 2.002 -0.495 -6.442
N 4.859 -2.757 -3.559
H 2.689 -2.008 -2.650
H 2.134 -3.582 -3.072
H 1.537 -2.358 -4.098
H 3.629 -3.804 -4.900
H 4.639 -1.908 -6.079
H 3.865 -0.776 -4.925
H 0.969 -0.695 -6.740
H 2.481 0.149 -7.179
H 1.902 -0.026 -5.456
H 5.650 -2.450 -4.116
H 5.097 -3.694 -3.253
```

Total charge: 0
E_LUMO: 0.67 eV
Multiplicity: 1
Highest occupied orbital energy: -9.0447 eV

Tell me which of them is the most stable. Sure, it is x.